Record 1
DFT (wB97M-V/def2-TZVPD) results for a single C7H16N2 molecule at a distorted geometry.

Properties
- E_LUMO: 1.0 eV
- Largest force on an atom: 3.60 eV/Å
- Energy above the lowest of the compared OMol25 structures with the same formula, charge and spin: 248.16 kJ/mol
- Structure (SMILES): C/C=N/N[C@@H](C)C(C)C

The geometry in ORCA input format:
```
! wB97M-V def2-TZVPD RIJCOSX def2/J DEFGRID3
* xyz 0 1
C -3.73033 -0.55322 0.34784
C -2.48209 -0.09746 -0.50080
N -1.29522 0.06987 -0.07793
N -0.28316 0.33692 -1.09470
C 0.91091 0.88035 -0.53746
C 0.79891 2.09154 0.32438
C 1.88928 -0.26704 0.03479
C 2.01280 -1.47399 -0.93709
C 1.37336 -0.79723 1.37124
H -4.52255 0.18795 0.22847
H -3.44114 -0.48079 1.40029
H -4.08259 -1.54582 0.21812
H -2.80113 0.06717 -1.56272
H -0.74810 1.11617 -1.57184
H 1.52437 1.18396 -1.44584
H 1.77734 2.27691 0.76590
H 0.16830 1.92792 1.19854
H 0.44250 3.00627 -0.14206
H 2.74973 0.31841 0.36232
H 0.96486 -1.90318 -1.08767
H 2.28349 -1.26609 -1.91647
H 2.76224 -2.20332 -0.56106
H 1.19083 -0.06737 2.11039
H 0.37556 -1.35034 1.29903
H 2.16183 -1.45757 1.77432
*
```

Charge distribution, Löwdin scheme, values in e: number 1, C, carries -0.069; number 2, C, carries -0.200; number 3, N, carries 0.029; number 4, N, carries -0.029; number 5, C, carries -0.418; number 6, C, carries -0.079; number 7, C, carries -0.361; number 8, C, carries -0.075; number 9, C, carries -0.115; number 10, H, carries 0.061; number 11, H, carries 0.063; number 12, H, carries 0.048; number 13, H, carries 0.113; number 14, H, carries 0.110; number 15, H, carries 0.153; number 16, H, carries 0.079; number 17, H, carries 0.071; number 18, H, carries 0.076; number 19, H, carries 0.120; number 20, H, carries 0.097; number 21, H, carries 0.032; number 22, H, carries 0.083; number 23, H, carries 0.044; number 24, H, carries 0.090; number 25, H, carries 0.078

Record 2
DFT (wB97M-V/def2-TZVPD) results for 2 unconnected molecules or ions with the total composition Cl2H2NP at a distorted geometry.

Properties
- E_LUMO (alpha / beta): -1.2 / -1.6 eV
- Largest force on an atom: 1.79 eV/Å
- Energy above the lowest of the compared OMol25 structures with the same formula, charge and spin: 631.93 kJ/mol

The geometry in ORCA input format:
```
! wB97M-V def2-TZVPD RIJCOSX def2/J DEFGRID3
* xyz 0 1
N 0.71532 -0.73435 0.99253
P -0.66328 0.66979 -1.59718
Cl 1.07681 -0.28947 2.58920
Cl 1.60101 -2.08362 0.54074
H -2.01474 1.04475 -2.19096
H -0.71511 1.39291 -0.33433
*
```

Charge distribution, Löwdin scheme, values in e: number 1, N, carries -0.980; number 2, P, carries 0.486; number 3, Cl, carries 0.468; number 4, Cl, carries 0.480; number 5, H, carries -0.208; number 6, H, carries -0.245

Record 3
DFT (wB97M-V/def2-TZVPD) results for a molecular structure, C6H26B2KO6 at a distorted geometry.

Properties
- E_LUMO: 2.0 eV
- Largest force on an atom: 10.89 eV/Å
- Energy above the lowest of the compared OMol25 structures with the same formula, charge and spin: 679.21 kJ/mol

The geometry in ORCA input format:
```
! wB97M-V def2-TZVPD RIJCOSX def2/J DEFGRID3
* xyz -1 1
K -0.50362 -0.41378 0.23243
B -2.63813 -1.53341 0.93889
H -2.64923 -0.64166 0.33152
H -1.65048 -1.96507 0.98824
H -3.07994 -1.30417 1.89623
H -3.21453 -2.33421 0.50217
B -1.42326 1.67704 2.16698
H -0.79635 1.54143 3.03464
H -2.43894 1.89835 2.45621
H -1.10870 2.56921 1.64801
H -1.35086 0.85601 1.47062
C 0.31352 -2.64014 -3.39045
C 0.61358 -1.32427 -2.66650
O -0.13178 -1.06168 -1.49603
O 1.10251 -2.64069 -4.59178
H -0.74690 -2.68833 -3.63801
H 0.48251 -3.53875 -2.79711
H 0.44066 -0.51730 -3.37854
H 1.66366 -1.24840 -2.38421
H -1.07833 -1.08765 -1.65403
H 2.00547 -2.34483 -4.45495
C 0.85537 3.21185 -0.93039
C -0.53660 2.48833 -0.99691
O -0.85125 1.50053 0.01257
O 1.83163 2.21027 -1.38707
H 1.14662 3.50123 0.07933
H 0.89596 4.07554 -1.59408
H -0.88328 2.10342 -1.95595
H -1.33793 3.20881 -0.83288
H -1.16739 1.98471 0.77888
H 1.52634 1.42033 -0.93496
C 1.34661 -0.54849 3.15956
C 1.40503 -1.36001 1.92775
O 1.40023 -0.50564 0.75823
O 2.12740 0.63125 3.11701
H 1.54427 -1.11368 4.07038
H 0.31281 -0.20301 3.16175
H 0.79899 -2.25591 1.79288
H 2.42418 -1.73923 1.85273
H 1.75239 -1.11328 0.10375
H 1.59795 1.24525 2.60292
*
```

Charge distribution, Löwdin scheme, values in e: number 1, K, carries 0.862; number 2, B, carries -0.444; number 3, H, carries -0.082; number 4, H, carries -0.108; number 5, H, carries -0.047; number 6, H, carries -0.079; number 7, B, carries -0.354; number 8, H, carries -0.015; number 9, H, carries -0.007; number 10, H, carries 0.002; number 11, H, carries -0.068; number 12, C, carries -0.208; number 13, C, carries -0.207; number 14, O, carries -0.279; number 15, O, carries -0.075; number 16, H, carries 0.125; number 17, H, carries 0.119; number 18, H, carries 0.132; number 19, H, carries 0.128; number 20, H, carries 0.107; number 21, H, carries 0.078; number 22, C, carries -0.155; number 23, C, carries -0.181; number 24, O, carries -0.395; number 25, O, carries -0.103; number 26, H, carries 0.114; number 27, H, carries 0.106; number 28, H, carries 0.115; number 29, H, carries 0.113; number 30, H, carries -0.122; number 31, H, carries 0.036; number 32, C, carries -0.241; number 33, C, carries -0.207; number 34, O, carries -0.258; number 35, O, carries -0.042; number 36, H, carries 0.132; number 37, H, carries 0.101; number 38, H, carries 0.132; number 39, H, carries 0.118; number 40, H, carries 0.081; number 41, H, carries 0.076